*1*
Below is a cluster of 2 separate species, C2H3N3 in total, with properties calculated with the ωB97M-V functional and the def2-TZVPD basis.

Output
E_LUMO: -1.37 eV
Gap between HOMO and LUMO: 0.2957 Ha

```
! RIJCOSX wB97M-V def2-TZVPD def2/J DEFGRID3
* xyz 0 1
H 0.17 0.77 -0.06
N -0.55 -0.93 -0.30
H -1.30 0.54 1.06
N 0.23 -1.74 -0.34
N 1.69 0.62 0.13
C -0.99 0.30 0.03
H -1.84 0.57 -0.57
C 2.59 -0.14 0.06
*
```



*2*
Below is a cluster of 2 separate species, C2H3N3 in total, with properties calculated with the ωB97M-V functional and the def2-TZVPD basis.

Output
E_LUMO: 1.12 eV
Gap between HOMO and LUMO: 0.3630 Ha

```
! RIJCOSX wB97M-V def2-TZVPD def2/J DEFGRID3
* xyz 0 1
H -2.05 1.72 -0.20
H 2.04 1.41 -0.38
N 1.19 -0.33 0.02
C -2.12 0.67 0.01
N -2.10 -0.44 0.00
N 1.23 0.89 0.11
H 0.88 -2.45 0.53
C 0.93 -1.48 -0.10
*
```



*2* is the most stable structure; the next one sits 0.192 eV above it.



*1*
Below is the molecule C2H3N3, with properties calculated with the ωB97M-V functional and the def2-TZVPD basis.

Output
E_LUMO: 0.49 eV
Gap between HOMO and LUMO: 0.3951 Ha

```
! RIJCOSX wB97M-V def2-TZVPD def2/J DEFGRID3
* xyz 0 1
H 0.05 1.79 0.39
C -0.58 -0.09 -0.02
H -0.91 -2.09 0.20
C 0.98 -0.05 0.17
H -1.70 1.82 0.03
N -0.79 1.19 -0.08
N -1.30 -1.12 -0.03
N 2.12 -0.17 -0.11
*
```



*2*
Below is the molecule C2H3N3, with properties calculated with the ωB97M-V functional and the def2-TZVPD basis.

Output
E_LUMO: 0.88 eV
Gap between HOMO and LUMO: 0.3954 Ha

```
! RIJCOSX wB97M-V def2-TZVPD def2/J DEFGRID3
* xyz 0 1
H 0.37 2.00 -0.25
H 1.53 -0.12 -1.19
C 0.15 0.98 0.04
N -0.79 0.55 0.85
N 0.86 -0.05 -0.45
N 0.42 -1.19 0.05
H -1.24 -1.62 0.49
C -0.60 -0.81 0.80
*
```



*3*
Below is the molecule C2H3N3, with properties calculated with the ωB97M-V functional and the def2-TZVPD basis.

Output
E_LUMO: 0.98 eV
Gap between HOMO and LUMO: 0.3997 Ha

```
! RIJCOSX wB97M-V def2-TZVPD def2/J DEFGRID3
* xyz 0 1
N 0.30 -0.99 -0.12
H -1.74 -1.36 -0.23
H 2.81 0.77 0.59
N 2.07 0.69 -0.08
N -1.30 0.69 0.01
C 1.19 -0.13 -0.02
H -2.30 0.86 -0.06
C -1.03 -0.54 -0.09
*
```



*4*
Below is a cluster of 2 separate species, C2H3N3 in total, with properties calculated with the ωB97M-V functional and the def2-TZVPD basis.

Output
E_LUMO: 0.52 eV
Gap between HOMO and LUMO: 0.4293 Ha

```
! RIJCOSX wB97M-V def2-TZVPD def2/J DEFGRID3
* xyz 0 1
N -2.27 2.23 -1.01
N 1.80 -0.86 -0.86
N 0.16 -0.51 0.93
C -1.76 1.54 -0.23
H 1.94 -1.80 -1.20
H -1.26 0.88 0.45
H 0.40 -0.77 1.88
C 1.00 -0.71 0.05
*
```



*3* is the most stable structure; the next one sits 0.226 eV above it.



*1*
Below is a cluster of 2 separate species, C6H7PS in total, with properties calculated with the ωB97M-V functional and the def2-TZVPD basis.

Output
E_LUMO (spin up / spin down): -0.93 / -0.51 eV
Gap between HOMO and LUMO (spin up / spin down): 0.3011 / 0.2587 Ha

```
! RIJCOSX wB97M-V def2-TZVPD def2/J DEFGRID3
* xyz 0 1
S 3.26 -0.70 -0.25
C -2.15 -0.54 0.27
P 2.16 1.03 0.06
C 0.50 0.32 0.21
H -2.66 1.54 0.35
C -0.54 1.25 0.28
H -1.32 -2.52 0.20
C -1.86 0.82 0.31
H 0.99 -1.77 0.17
C 0.20 -1.04 0.20
H 4.43 -0.06 -0.28
H 1.58 1.70 -2.30
C -1.11 -1.46 0.23
H -3.17 -0.87 0.27
H -0.31 2.30 0.28
*
```



*2*
Below is a cluster of 2 separate species, C6H7PS in total, with properties calculated with the ωB97M-V functional and the def2-TZVPD basis.

Output
E_LUMO: 0.19 eV
Gap between HOMO and LUMO: 0.3089 Ha

```
! RIJCOSX wB97M-V def2-TZVPD def2/J DEFGRID3
* xyz 0 1
H -1.32 0.17 -3.17
C -1.95 0.58 -1.32
H 0.10 -0.79 3.35
H 2.00 0.06 -0.63
H -2.95 0.75 -1.80
H 1.12 -0.14 -2.81
H 1.70 1.82 1.88
S 1.37 -0.33 2.88
C 0.06 0.85 0.24
C 0.83 1.19 2.21
C 0.48 0.25 -2.07
H 0.00 1.50 2.87
C 0.94 0.50 -0.75
C -0.93 0.32 -2.25
P -1.65 1.02 0.34
*
```



*1* is the most stable structure; the next one sits 0.911 eV above it.



*1*
Below is the molecule C5H8BrP, with properties calculated with the ωB97M-V functional and the def2-TZVPD basis.

Output
E_LUMO (spin up / spin down): -0.32 / -0.32 eV
Gap between HOMO and LUMO (spin up / spin down): 0.2895 / 0.2895 Ha

```
! RIJCOSX wB97M-V def2-TZVPD def2/J DEFGRID3
* xyz 0 1
H -0.73 0.18 1.69
H 1.65 -0.59 -0.09
Br -3.58 0.06 0.33
C 0.58 -0.46 0.11
H -2.54 -0.44 -1.92
H 0.53 -0.82 2.18
C 0.25 0.68 -0.72
H -1.42 1.75 -1.64
C 0.30 -0.05 1.58
H 0.98 1.47 -0.87
C -2.12 -0.05 -0.88
H -0.33 -1.66 -1.78
P -0.43 -1.98 -0.36
C -1.03 0.88 -1.04
H 0.80 0.95 1.85
*
```



*2*
Below is the molecule C5H8BrP, with properties calculated with the ωB97M-V functional and the def2-TZVPD basis.

Output
E_LUMO: 0.83 eV
Gap between HOMO and LUMO: 0.3518 Ha

```
! RIJCOSX wB97M-V def2-TZVPD def2/J DEFGRID3
* xyz 0 1
C 0.82 -1.55 0.70
C -0.47 0.26 -0.07
H -0.91 -0.36 1.72
Br 3.06 0.63 0.23
H 0.51 0.95 -1.96
P 1.87 -0.95 -0.75
H 1.33 -1.73 1.71
H -2.39 1.20 0.62
H -1.69 1.73 -0.89
C -1.43 1.41 0.07
H -0.25 -0.80 -1.92
C -0.17 -0.54 0.94
H -0.95 2.16 0.59
H 0.39 -2.46 0.40
C 0.28 0.05 -1.39
*
```



*2* is the most stable structure; the next one sits 3.062 eV above it.



*1*
Below is the molecule C22H25N3O4, with properties calculated with the ωB97M-V functional and the def2-TZVPD basis.

Output
E_LUMO: 0.54 eV
Gap between HOMO and LUMO: 0.3256 Ha

```
! RIJCOSX wB97M-V def2-TZVPD def2/J DEFGRID3
* xyz 0 1
H -1.22 -0.33 -1.31
C 0.14 -4.97 -2.58
C 1.21 -4.43 -1.87
H -1.45 -1.80 0.67
C -1.14 -4.45 -2.38
H 1.31 -7.37 -4.44
C -2.67 5.82 2.25
H 3.63 1.06 -1.22
C -2.23 3.54 1.66
H -2.34 -3.02 -1.34
C 1.48 -6.58 -3.71
N -0.48 0.74 0.26
H -1.96 -4.87 -2.93
H 1.76 1.99 -0.35
H 6.11 -0.10 0.07
H 2.21 -4.82 -2.00
H -0.71 5.04 1.85
H 6.10 0.39 -1.63
C 5.89 -0.43 -0.94
C -1.77 4.83 1.91
C -0.47 -1.73 0.18
H 6.55 -1.26 -1.18
H -4.72 6.32 2.59
H 0.55 -0.37 -1.15
H 1.83 -2.99 -0.43
H -5.53 4.03 2.12
H 0.31 -1.75 0.93
C -1.34 -3.42 -1.49
H -2.31 6.82 2.45
C -0.07 2.36 1.87
N 3.53 0.20 -0.71
C 4.44 -0.87 -1.05
C 1.89 1.43 0.58
C 0.53 1.12 1.21
O -2.58 1.45 -0.33
H -3.94 2.25 1.53
H 4.22 -1.22 -2.06
O 0.23 -5.99 -3.48
H 2.45 2.05 1.28
H 2.20 -5.86 -4.12
C -3.58 3.25 1.74
C -4.02 5.54 2.32
C -0.28 -2.88 -0.77
C -1.57 1.53 0.33
H 1.90 -7.02 -2.80
H 4.23 -1.68 -0.35
O 2.56 -0.84 1.04
C -0.39 -0.41 -0.60
C -4.48 4.26 2.07
O 0.46 3.05 2.70
H 0.69 0.34 1.97
C 2.68 0.14 0.34
C 0.99 -3.40 -0.98
N -1.31 2.52 1.32
*
```



*2*
Below is the molecule C22H25N3O4, with properties calculated with the ωB97M-V functional and the def2-TZVPD basis.

Output
E_LUMO: 0.50 eV
Gap between HOMO and LUMO: 0.2933 Ha

```
! RIJCOSX wB97M-V def2-TZVPD def2/J DEFGRID3
* xyz 0 1
H 0.29 -4.94 1.81
H -0.41 -0.88 2.72
C -1.33 -0.70 2.16
C -2.77 2.82 -0.73
N 1.02 -2.04 -0.83
O 2.93 -1.67 -1.97
H -6.40 1.20 -1.90
H 3.95 3.83 1.12
H 6.49 0.48 0.33
C -1.75 2.17 -0.06
C -4.34 1.11 -0.16
C 1.99 0.12 -0.66
H -0.10 0.34 -1.08
N 1.77 2.73 0.34
H -0.20 -3.50 -1.65
O -1.03 0.40 1.33
C 4.10 2.82 0.77
C 0.79 0.77 -0.64
H -2.13 -0.46 2.86
H -0.40 3.72 0.21
H 2.11 -4.42 0.15
H -1.63 -5.34 -0.45
H 0.81 -5.41 -0.52
C -6.62 1.09 -0.83
H -6.86 2.08 -0.42
O -5.55 0.49 -0.15
H -3.58 -0.48 1.03
C 0.82 -3.40 -1.26
C 4.43 0.21 -0.14
C 1.06 -4.42 -0.14
H -1.59 -1.59 1.59
C 2.06 -1.27 -1.23
C 0.23 -4.10 1.11
C 0.72 2.07 -0.08
O -1.13 -3.79 0.85
H -2.94 -4.52 0.42
H -4.82 2.86 -1.32
C -2.05 0.97 0.62
H 0.63 -3.21 1.60
C 3.15 0.78 -0.17
H 0.34 -1.66 -0.18
H 6.19 2.79 1.14
H -7.47 0.43 -0.70
C -1.92 -4.89 0.50
H -2.55 3.76 -1.23
H 4.56 -0.80 -0.51
N -0.47 2.74 -0.03
C 5.50 0.92 0.32
C 2.97 2.11 0.30
C 5.34 2.24 0.77
C -3.32 0.45 0.54
H -1.88 -5.66 1.28
H 1.53 -3.57 -2.08
C -4.06 2.31 -0.79
*
```



*1* is the most stable structure; the next one sits 2.055 eV above it.



*1*
Below is a cluster of 2 separate species, CH6O in total, with properties calculated with the ωB97M-V functional and the def2-TZVPD basis.

Output
E_LUMO: 0.90 eV
Gap between HOMO and LUMO: 0.4598 Ha

```
! RIJCOSX wB97M-V def2-TZVPD def2/J DEFGRID3
* xyz 0 1
H 0.11 -0.13 -1.09
H -0.76 0.80 -4.30
H -1.07 0.02 0.26
H 0.47 0.95 0.31
H 0.49 -0.84 0.52
O -0.44 0.32 -3.51
C 0.00 0.00 0.00
H -0.64 0.92 -2.76
*
```



*2*
Below is a cluster of 2 separate species, CH6O in total, with properties calculated with the ωB97M-V functional and the def2-TZVPD basis.

Output
E_LUMO: 0.95 eV
Gap between HOMO and LUMO: 0.4379 Ha

```
! RIJCOSX wB97M-V def2-TZVPD def2/J DEFGRID3
* xyz 0 1
C 0.00 0.00 0.00
O -2.57 0.14 -0.68
H -0.02 -0.63 0.90
H -1.96 0.73 -0.19
H -1.01 0.39 -0.20
H 0.69 0.84 0.15
H -2.39 0.32 -1.63
H 0.34 -0.60 -0.86
*
```



*1* is the most stable structure; the next one sits 1.428 eV above it.